(1)
Below is an isolated molecule of C11H14N2O3S, with properties calculated with the ωB97M-V functional and the def2-TZVPD basis.

Output
**SMILES**: CCCCN1C(=O)Nc2ccccc2S1(=O)=O
**Largest force on an atom**: 0.0190 Eh/bohr
**LUMO**: 0.5351 eV
**ΔE to the lowest compared entry with this formula, charge and spin**: 7.1 kcal/mol

```
! RIJCOSX wB97M-V def2-TZVPD def2/J DEFGRID3
* xyz 0 1
C 2.886 0.554 1.486
C 3.664 -0.157 0.384
C 2.791 -1.013 -0.534
C 1.784 -0.235 -1.384
N 0.560 0.106 -0.669
C 0.241 1.410 -0.448
O 0.955 2.349 -0.721
N -1.012 1.646 0.096
C -2.109 0.811 0.079
C -3.405 1.327 0.170
C -4.492 0.478 0.108
C -4.321 -0.890 -0.057
C -3.042 -1.412 -0.131
C -1.955 -0.562 -0.055
S -0.299 -1.186 0.018
O -0.131 -2.317 -0.837
O 0.071 -1.319 1.394
H 3.569 0.924 2.248
H 2.178 -0.127 1.953
H 2.341 1.403 1.086
H 4.406 -0.817 0.840
H 4.203 0.581 -0.216
H 3.442 -1.555 -1.224
H 2.247 -1.750 0.058
H 2.217 0.702 -1.743
H 1.480 -0.852 -2.234
H -1.197 2.634 0.221
H -3.546 2.391 0.287
H -5.488 0.888 0.181
H -5.178 -1.542 -0.115
H -2.860 -2.469 -0.244
*
```

=====

(2)
Below is an isolated molecule of C5H11N, with properties calculated with the ωB97M-V functional and the def2-TZVPD basis.

Output
**Largest force on an atom**: 0.0049 Eh/bohr
**LUMO**: 1.0636 eV
**ΔE to the lowest compared entry with this formula, charge and spin**: 56.4 kcal/mol

```
! RIJCOSX wB97M-V def2-TZVPD def2/J DEFGRID3
* xyz 0 1
C -1.808 -1.460 -0.841
C -1.085 -0.323 -0.121
C 0.421 -0.329 -0.384
N 1.109 0.723 0.399
C 1.453 0.419 1.657
C 1.266 1.920 -0.165
H -1.689 -1.386 -1.928
H -2.881 -1.432 -0.622
H -1.429 -2.440 -0.526
H -1.501 0.642 -0.437
H -1.240 -0.399 0.961
H 0.650 -0.162 -1.443
H 0.854 -1.291 -0.089
H 1.651 1.244 2.327
H 1.736 -0.595 1.899
H 0.624 2.220 -0.980
H 1.913 2.627 0.337
*
```

=====

(3)
Below is a structure of composition C23H49FeN2OP3Se, with properties calculated with the ωB97M-V functional and the def2-TZVPD basis.

Output
**Largest force on an atom**: 0.0850 Eh/bohr
**Expectation value of S²**: 8.82
**LUMO (spin up / spin down)**: -9.4806 / -12.7111 eV

```
! RIJCOSX wB97M-V def2-TZVPD def2/J DEFGRID3
* xyz 3 6
Fe -0.228 -0.144 1.104
P 1.485 -0.325 2.448
P -0.133 -2.190 0.300
P -0.450 2.021 1.106
H -7.777 -0.997 -1.817
C -7.584 -0.001 -2.235
C -6.613 0.241 -3.135
H -5.982 -0.559 -3.555
C 1.046 -0.989 4.113
C 2.894 -1.394 1.956
C 2.452 1.151 2.940
C -1.472 -2.711 -0.843
C 1.348 -2.717 -0.654
C -0.262 -3.457 1.647
C -1.822 2.620 0.052
C 0.889 3.119 0.502
C -0.812 2.708 2.783
H -8.283 0.791 -1.929
H -6.429 1.261 -3.492
H 1.978 -1.060 4.691
H 0.574 -1.977 4.039
H 0.350 -0.305 4.617
H 3.632 -1.394 2.771
H 3.352 -0.973 1.049
H 2.584 -2.424 1.744
H 3.197 0.840 3.685
H 1.803 1.915 3.376
H 2.966 1.570 2.067
H -1.313 -3.768 -1.101
H -1.436 -2.101 -1.758
H -2.462 -2.592 -0.383
H 1.714 -3.677 -0.273
H 2.155 -1.981 -0.579
H 1.098 -2.825 -1.716
H -0.304 -4.441 1.162
H -1.182 -3.303 2.232
H 0.590 -3.437 2.342
H -1.848 3.719 0.089
H -2.786 2.203 0.374
H -1.624 2.294 -0.980
H 0.455 4.097 0.253
H 1.325 2.669 -0.403
H 1.684 3.243 1.249
H -1.087 3.764 2.645
H 0.054 2.646 3.459
H -1.645 2.156 3.244
C -3.949 -0.318 1.668
C -4.043 -0.182 0.282
C -5.295 0.056 -0.279
C -6.428 0.212 0.520
C -6.329 0.063 1.913
C -5.083 -0.206 2.494
Se -2.225 -0.644 2.504
H -1.804 -0.314 0.874
H -3.155 -0.254 -0.348
H -5.384 0.121 -1.358
H -7.389 0.453 0.058
H -7.227 0.171 2.520
H -4.937 -0.313 3.571
C 1.872 -0.315 -3.658
N 3.202 -0.131 -3.123
C 4.319 -0.652 -3.883
C 5.636 -0.035 -3.480
C 5.745 0.345 -2.027
N 4.519 0.904 -1.502
C 4.622 1.920 -0.493
C 3.271 0.670 -2.012
O 2.227 1.106 -1.484
H 1.162 -0.642 -2.885
H 1.891 -1.064 -4.458
H 1.460 0.628 -4.059
H 4.360 -1.747 -3.747
H 4.131 -0.436 -4.947
H 5.801 0.869 -4.077
H 6.438 -0.741 -3.715
H 6.508 1.124 -1.927
H 6.053 -0.521 -1.420
H 5.409 1.661 0.219
H 4.871 2.894 -0.938
H 3.660 2.030 0.009
*
```

=====

(4)
Below is a structure of composition C2H4Sc, with properties calculated with the ωB97M-V functional and the def2-TZVPD basis.

Output
**Largest force on an atom**: 0.0898 Eh/bohr
**Expectation value of S²**: 0.75
**LUMO (spin up / spin down)**: -0.3874 / -1.5029 eV

```
! RIJCOSX wB97M-V def2-TZVPD def2/J DEFGRID3
* xyz 0 2
C 0.414 0.017 -0.396
C -0.525 0.285 0.608
H 0.058 -0.322 -1.383
H 1.243 0.726 -0.566
H -0.088 0.896 1.421
Sc -2.665 -0.352 0.592
H 1.563 -1.250 -0.277
*
```

=====

(5)
Below is a cluster of 2 separate species, CH2Cl3NS in total, with properties calculated with the ωB97M-V functional and the def2-TZVPD basis.

Output
**Largest force on an atom**: 0.0818 Eh/bohr
**LUMO (spin up / spin down)**: -0.4458 / -1.3172 eV
**ΔE to the lowest compared entry with this formula, charge and spin**: 60.4 kcal/mol

```
! RIJCOSX wB97M-V def2-TZVPD def2/J DEFGRID3
* xyz 0 1
C 0.490 0.819 2.171
N -0.076 -0.888 -1.890
S -1.320 -0.163 -2.529
Cl -0.500 -0.517 2.553
Cl 0.940 0.792 0.564
Cl -0.204 2.331 2.584
H -0.346 -1.790 -1.470
H 1.016 -0.583 -1.984
*
```

=====

(6)
Below is a cluster of 2 separate species, C3H13BrSi3 in total, with properties calculated with the ωB97M-V functional and the def2-TZVPD basis.

Output
**Largest force on an atom**: 0.0630 Eh/bohr
**LUMO**: -1.0828 eV
**ΔE to the lowest compared entry with this formula, charge and spin**: 38.2 kcal/mol

```
! RIJCOSX wB97M-V def2-TZVPD def2/J DEFGRID3
* xyz 0 1
C -2.222 1.490 0.945
C -0.082 2.183 -1.325
C -1.192 -0.749 -0.845
Si 2.392 -2.866 0.484
Si 0.854 0.063 1.799
Si -0.579 0.856 0.081
Br 2.786 1.046 1.186
H -3.162 0.971 0.726
H -2.121 1.368 2.075
H -2.367 2.507 0.650
H -0.945 2.353 -1.995
H -0.049 3.138 -0.785
H 0.787 1.889 -1.996
H -0.390 -1.013 -1.632
H -1.268 -1.574 -0.107
H -2.087 -0.690 -1.440
H 3.747 -2.465 1.054
H 2.563 -4.023 -0.297
H 1.594 -2.828 1.708
H 1.740 -1.656 -0.287
*
```

=====

(7)
Below is a structure of composition H16NaO8, with properties calculated with the ωB97M-V functional and the def2-TZVPD basis.

Output
**Largest force on an atom**: 0.1420 Eh/bohr
**LUMO**: -3.7095 eV
**ΔE to the lowest compared entry with this formula, charge and spin**: 196.0 kcal/mol

```
! RIJCOSX wB97M-V def2-TZVPD def2/J DEFGRID3
* xyz 1 1
Na -0.052 -0.034 0.351
O -1.264 -1.341 0.046
H -2.126 -1.036 -0.238
H -1.416 -2.234 0.355
O 1.158 -1.156 -0.974
H 1.110 -2.106 -0.869
H 2.082 -0.980 -1.152
O -0.470 -0.527 2.110
H -0.688 -1.402 2.428
H -1.027 0.060 2.622
O -0.365 -0.038 -1.771
H -1.234 -0.438 -1.738
H 0.241 -0.779 -1.779
O -1.768 0.926 0.502
H -2.426 1.194 -0.139
H -1.844 1.570 1.207
O 0.857 1.571 0.540
H 1.741 1.565 0.908
H 0.991 1.667 -0.403
O 0.261 1.926 -1.668
H 0.296 1.927 -2.625
H -0.326 1.203 -1.450
O 1.810 -0.264 1.357
H 1.730 -1.206 1.202
H 2.729 -0.069 1.177
*
```

=====

(8)
Below is an isolated molecule of C7H14S, with properties calculated with the ωB97M-V functional and the def2-TZVPD basis.

Output
**SMILES**: CC[C@@H]1C=[S@H](C)=CC1
**Largest force on an atom**: 0.0524 Eh/bohr
**LUMO (spin up / spin down)**: 0.0518 / 0.0521 eV
**ΔE to the lowest compared entry with this formula, charge and spin**: 159.2 kcal/mol

```
! RIJCOSX wB97M-V def2-TZVPD def2/J DEFGRID3
* xyz 0 1
C -2.300 -1.062 -0.392
C -1.588 0.070 0.359
C -0.719 0.975 -0.588
C 0.227 0.152 -1.307
S 1.700 0.104 -0.480
C 2.281 -1.376 0.548
C 1.301 1.358 0.832
C 0.081 2.011 0.257
H -2.735 -1.785 0.286
H -1.568 -1.645 -1.031
H -3.228 -0.690 -0.986
H -0.770 -0.193 1.104
H -2.279 0.784 0.840
H -1.410 1.513 -1.367
H -0.221 -0.737 -1.892
H 2.420 -0.451 -1.575
H 1.984 -1.136 1.582
H 1.838 -2.287 0.152
H 3.451 -1.379 0.387
H 2.045 2.120 0.854
H -0.588 2.264 1.088
H 0.248 2.922 -0.217
*
```

=====

(9)
Below is an isolated molecule of C3H4Cl2O, with properties calculated with the ωB97M-V functional and the def2-TZVPD basis.

Output
**SMILES**: COC=C(Cl)Cl
**Largest force on an atom**: 0.0702 Eh/bohr
**LUMO**: 0.7113 eV
**ΔE to the lowest compared entry with this formula, charge and spin**: 43.4 kcal/mol

```
! RIJCOSX wB97M-V def2-TZVPD def2/J DEFGRID3
* xyz 0 1
C -1.486 0.089 0.246
O -0.601 -0.063 -0.771
C 0.552 -0.569 -0.377
C 1.600 0.216 -0.319
Cl 3.180 -0.418 -0.071
Cl 1.557 1.883 -0.196
H -1.627 -0.701 0.923
H -1.271 1.010 0.870
H -2.447 0.214 -0.211
H 0.543 -1.662 -0.094
*
```

=====

(10)
Below is a cluster of 21 separate species, C14H70O28 in total, with properties calculated with the ωB97M-V functional and the def2-TZVPD basis.

Output
**Largest force on an atom**: 0.1171 Eh/bohr
**LUMO**: -0.4623 eV
**ΔE to the lowest compared entry with this formula, charge and spin**: 47.5 kcal/mol

```
! RIJCOSX wB97M-V def2-TZVPD def2/J DEFGRID3
* xyz 0 1
O 4.448 -1.248 3.282
H 5.282 -0.923 3.279
H 4.141 -0.846 2.403
O -3.047 0.262 -1.364
H -2.498 -0.117 -0.746
H -3.658 0.913 -0.958
O 4.262 -0.255 0.778
H 5.076 -0.164 0.232
H 3.668 0.216 0.196
O 4.278 2.271 -1.721
H 3.769 1.583 -2.102
H 3.634 2.893 -1.499
O -2.734 -1.630 2.889
H -3.513 -2.048 3.265
H -2.275 -1.263 3.657
O 0.129 3.860 0.522
H 0.377 4.796 0.490
H 0.398 3.746 1.438
O 0.070 0.413 -2.772
H 0.068 0.273 -3.756
H -0.410 -0.296 -2.367
O -0.211 -3.546 -0.120
H -0.678 -2.819 -0.506
H 0.561 -3.090 0.209
O -1.584 2.688 -2.768
H -1.386 1.752 -2.875
H -1.981 2.879 -1.951
O 1.459 -1.447 3.379
H 2.304 -1.847 3.235
H 0.753 -2.104 3.021
O -2.780 3.070 -0.438
H -1.933 3.316 -0.079
H -3.027 3.991 -0.709
O 2.991 0.146 -2.829
H 2.077 0.213 -2.684
H 3.171 -0.068 -3.762
O -5.277 -0.372 1.943
H -5.811 0.365 1.899
H -4.364 0.014 1.947
O -0.532 -3.614 2.623
H -0.482 -3.742 1.662
H -1.343 -3.193 2.704
C -0.541 -2.774 -3.012
C -1.140 -4.265 -3.087
O -2.152 -4.319 -4.039
O -1.137 -1.887 -2.097
H -0.661 -2.224 -3.969
H 0.513 -2.979 -2.748
H -1.421 -4.506 -2.077
H -0.424 -4.990 -3.315
H -2.665 -5.122 -3.893
H -2.065 -1.962 -2.170
C -0.271 0.398 0.670
C 1.151 -0.060 0.191
O 1.992 0.878 -0.328
O -0.978 -0.832 0.890
H -0.842 0.951 -0.072
H -0.275 0.878 1.643
H 0.966 -0.876 -0.510
H 1.621 -0.701 0.907
H 1.333 1.215 -0.987
H -1.839 -0.761 1.349
C 2.386 3.411 3.300
C 2.831 2.225 2.502
O 4.214 2.005 2.683
O 1.058 3.676 2.973
H 3.001 4.293 3.206
H 2.487 3.315 4.353
H 2.619 2.348 1.505
H 2.433 1.197 2.844
H 4.489 1.354 2.023
H 0.708 4.318 3.596
C -3.217 1.584 3.076
C -2.085 2.581 3.406
O -2.336 3.762 2.786
O -2.946 1.215 1.780
H -4.254 1.949 2.955
H -3.121 0.737 3.693
H -1.085 2.269 3.351
H -2.282 2.952 4.458
H -1.779 4.480 3.048
H -2.865 2.065 1.238
C -4.451 -2.603 -1.278
C -3.597 -3.326 -0.233
O -4.323 -3.027 0.974
O -3.778 -2.429 -2.431
H -4.829 -1.601 -1.013
H -5.376 -3.212 -1.347
H -2.591 -2.940 -0.163
H -3.486 -4.399 -0.432
H -4.337 -2.114 1.214
H -4.363 -2.061 -2.989
C 2.929 -3.900 0.182
C 3.498 -3.331 -1.083
O 4.886 -3.343 -0.975
O 2.609 -2.951 1.127
H 3.635 -4.622 0.601
H 1.996 -4.297 -0.045
H 3.204 -2.301 -1.059
H 3.257 -3.709 -2.145
H 5.120 -2.864 -0.198
H 3.389 -2.418 1.189
C 1.688 3.452 -2.598
C 0.956 4.233 -3.682
O 0.519 3.311 -4.634
O 2.389 4.330 -1.790
H 2.380 2.787 -3.097
H 1.054 2.846 -1.975
H 1.429 5.117 -4.149
H -0.001 4.702 -3.370
H -0.359 2.934 -4.336
H 1.739 4.911 -1.442
*
```

=====

(11)
Below is a cluster of 7 separate species, C57H70BBrFN3O6PS in total, with properties calculated with the ωB97M-V functional and the def2-TZVPD basis.

Output
**Largest force on an atom**: 0.1763 Eh/bohr
**LUMO**: -5.3336 eV
**ΔE to the lowest compared entry with this formula, charge and spin**: 124.3 kcal/mol

```
! RIJCOSX wB97M-V def2-TZVPD def2/J DEFGRID3
* xyz 1 1
C -3.744 -0.364 -1.485
C -2.954 0.826 -2.262
B -1.443 0.423 -2.714
O -1.337 -0.773 -3.541
C -0.096 1.316 -2.338
C -0.298 2.512 -3.385
Br 0.880 4.093 -3.169
C -0.286 2.101 -4.936
C -1.722 2.365 -5.672
C -0.157 1.902 -0.811
C -0.823 1.007 0.344
C -2.235 1.605 0.901
O -2.102 2.100 2.280
C -3.019 3.222 2.319
O -4.074 3.222 2.975
C 1.385 2.222 -0.378
C 1.816 3.264 0.729
C 2.071 2.691 2.199
C 1.697 3.901 3.239
C 2.798 3.826 4.443
O 2.722 2.514 5.051
N 2.121 1.447 -1.221
S 3.839 1.557 -1.010
O 4.272 1.345 0.430
O 4.601 0.500 -1.785
F 4.303 3.117 -1.411
C 1.302 0.569 -2.168
P 1.429 -1.070 -1.195
N 0.297 -2.151 -1.448
C 2.024 0.146 -3.573
C 2.840 1.259 -4.252
C 3.536 0.860 -5.610
C 3.236 -0.628 -5.988
C 2.350 -1.595 -5.188
N 1.751 -1.180 -3.972
H -2.950 -1.017 -0.988
H -4.318 -0.952 -2.299
H -4.472 0.077 -0.726
H -2.990 1.837 -1.723
H -3.539 0.986 -3.252
H -1.699 -1.512 -2.989
H -1.371 2.904 -3.183
H 0.454 2.802 -5.481
H 0.026 1.035 -5.175
H -2.342 1.407 -5.483
H -2.278 3.266 -5.238
H -1.493 2.508 -6.783
H -0.623 2.946 -0.770
H -0.883 -0.117 0.118
H -0.116 1.085 1.260
H -2.519 2.519 0.265
H -3.060 0.809 0.916
H -2.779 4.143 1.660
H 2.767 3.848 0.421
H 0.994 4.075 0.804
H 3.158 2.422 2.439
H 1.431 1.804 2.515
H 0.639 3.816 3.653
H 1.878 4.874 2.636
H 2.679 4.689 5.184
H 3.829 3.883 3.916
H 3.259 1.856 4.557
H 1.454 -0.695 0.209
H 2.723 -1.646 -1.494
H 0.723 -3.026 -1.803
H 3.012 2.312 -3.849
H 4.172 1.567 -6.228
H 3.695 -1.019 -6.965
H 2.177 -2.676 -5.542
C -1.928 -5.884 -1.890
C -2.000 -6.943 -0.990
C -0.845 -7.632 -0.632
C 0.383 -7.256 -1.167
C 0.456 -6.195 -2.064
C -0.700 -5.512 -2.429
H -2.829 -5.349 -2.171
H -2.957 -7.231 -0.568
H -0.903 -8.462 0.065
H 1.284 -7.791 -0.884
H 1.415 -5.901 -2.480
H -0.644 -4.687 -3.133
C -3.603 7.244 6.006
C -3.864 6.101 5.256
C -5.025 6.017 4.495
C -5.923 7.081 4.476
C -5.661 8.225 5.223
C -4.503 8.306 5.991
H -2.699 7.308 6.602
H -3.161 5.274 5.266
H -5.231 5.123 3.917
H -6.826 7.017 3.879
H -6.359 9.055 5.206
H -4.302 9.196 6.577
C -2.670 -13.319 1.424
C -3.186 -12.215 0.753
C -2.426 -11.573 -0.219
C -1.152 -12.040 -0.527
C -0.636 -13.146 0.142
C -1.393 -13.783 1.120
H -3.261 -13.818 2.184
H -4.182 -11.855 0.988
H -2.826 -10.708 -0.738
H -0.560 -11.542 -1.289
H 0.357 -13.512 -0.100
H -0.989 -14.642 1.645
C 9.415 2.084 -1.075
C 8.031 2.022 -0.945
C 7.392 2.751 0.053
C 8.137 3.550 0.916
C 9.520 3.615 0.784
C 10.160 2.878 -0.208
H 9.914 1.512 -1.851
H 7.450 1.404 -1.622
H 6.314 2.698 0.158
H 7.638 4.123 1.691
H 10.100 4.239 1.455
H 11.239 2.925 -0.308
C -4.186 -1.677 -5.568
C -4.409 -2.829 -6.315
C -5.550 -2.938 -7.105
C -6.463 -1.888 -7.156
C -6.238 -0.734 -6.412
C -5.102 -0.629 -5.615
H -3.299 -1.593 -4.949
H -3.694 -3.645 -6.280
H -5.727 -3.839 -7.682
H -7.349 -1.971 -7.776
H -6.949 0.085 -6.454
H -4.930 0.269 -5.031
C 0.441 3.367 9.789
C 0.603 3.218 8.415
C 1.773 2.661 7.906
C 2.778 2.245 8.775
C 2.615 2.391 10.149
C 1.449 2.956 10.656
H -0.470 3.804 10.184
H -0.185 3.537 7.739
H 1.902 2.551 6.833
H 3.689 1.807 8.380
H 3.398 2.064 10.826
H 1.324 3.074 11.727
*
```